No. 1
13
Properties=species:S:1:pos:R:3:forces:R:3 method="wB97M-V/def2-TZVPD" e_lumo_ev=0.912 e_above_lowest_kj_mol=213.84 energy_ha=-323.6995
C 1.641 -1.606 -0.687 -2.56 0.35 1.44
C 0.395 -1.476 -0.070 2.46 2.41 -1.85
N 0.070 -0.355 0.787 0.09 -1.33 0.84
H 1.707 -2.354 -1.440 0.15 -0.59 -0.38
H 2.566 -0.996 -0.547 -1.24 -0.46 0.42
H -0.574 -1.820 -0.413 0.66 -1.32 -0.53
H 0.524 -0.540 1.687 -0.52 0.46 -0.05
H -0.964 -0.336 0.883 1.19 0.14 0.56
O -2.124 1.472 0.712 0.32 0.40 -0.01
C -1.474 2.044 -0.121 1.76 -0.33 -1.22
O -0.085 2.153 -0.169 -2.31 -0.72 1.05
H -1.894 2.402 -1.083 0.05 0.40 0.55
H 0.212 1.411 0.460 -0.04 0.59 -0.80

=====

No. 2
13
Properties=species:S:1:pos:R:3:forces:R:3 method="wB97M-V/def2-TZVPD" e_lumo_ev=0.994 e_above_lowest_kj_mol=243.83 energy_ha=-323.6881
C 1.844 0.573 0.124 0.16 0.22 -0.03
O 0.848 -0.347 0.546 -0.11 0.00 -0.01
C -0.312 -0.329 -0.187 -0.08 -0.15 0.11
O -0.098 -0.389 -1.555 -0.11 0.04 -0.03
C -1.483 -0.949 0.440 -0.08 -0.24 0.05
N -1.445 0.508 0.132 -0.11 0.31 0.17
H 2.677 0.463 0.823 -0.17 0.03 -0.11
H 1.467 1.603 0.168 0.08 -0.09 -0.02
H 2.187 0.356 -0.892 -0.09 0.02 0.17
H -0.772 0.213 -1.905 0.22 -0.16 -0.18
H -1.394 -1.224 1.488 0.03 -0.04 -0.18
H -2.171 -1.543 -0.156 0.08 0.17 0.08
H -1.348 1.065 0.974 0.19 -0.11 -0.01

=====

Summary of HOMO in eV
-9.1 -9.5
(order as listed above)
Summary of F_max in eV/Å
3.9 0.4
(order as listed above)